The following is a quantum chemistry calculation of one molecule with the formula C24H37N3O3S at a distorted geometry, from the OMol25 dataset.

Last column: Löwdin charge in e.
Geometry (Å):
C1 7.052 3.336 1.549  -0.052
C2 6.187 2.223 1.044  -0.276
C3 4.875 2.096 1.496  -0.034
C4 4.060 1.085 1.036  -0.004
C5 4.548 0.170 0.102  -0.145
C6 5.858 0.289 -0.357  -0.012
C7 6.663 1.308 0.113  -0.039
H1 7.679 1.394 -0.247  0.110
H2 6.236 -0.418 -1.080  0.115
C8 3.682 -0.883 -0.372  -0.271
N1 2.460 -1.093 0.019  0.183
C9 2.017 -2.174 -0.691  -0.296
C10 3.032 -2.600 -1.507  -0.238
O1 4.090 -1.773 -1.303  0.131
C11 3.154 -3.711 -2.480  0.007
H3 2.186 -4.177 -2.633  0.082
H4 3.853 -4.463 -2.113  0.090
H5 3.531 -3.338 -3.431  0.089
C12 0.656 -2.697 -0.494  -0.226
H6 0.336 -3.334 -1.317  0.099
H7 -0.051 -1.885 -0.342  0.075
S1 0.580 -3.775 1.030  0.970
O2 -0.817 -4.245 1.082  -0.547
C13 0.704 -2.410 2.268  -0.219
C14 -0.380 -1.345 2.186  -0.556
O3 -0.108 -0.162 2.249  0.045
N2 -1.630 -1.832 2.093  0.063
C15 -2.774 -0.970 1.920  -0.131
H8 -2.492 0.010 2.311  0.115
H9 -3.595 -1.367 2.520  0.120
C16 -3.205 -0.838 0.430  -0.147
N3 -3.214 0.500 -0.115  -0.173
C17 -4.185 1.392 0.494  -0.185
H10 -4.046 1.485 1.585  0.123
C18 -5.639 0.988 0.215  -0.424
C19 -6.580 2.033 0.810  -0.083
H11 -7.616 1.748 0.646  0.075
H12 -6.414 3.003 0.347  0.079
H13 -6.417 2.133 1.881  0.074
C20 -5.877 0.843 -1.285  -0.075
H14 -6.896 0.518 -1.482  0.075
H15 -5.188 0.115 -1.703  0.063
H16 -5.715 1.796 -1.784  0.082
H17 -5.849 0.030 0.701  0.123
H18 -4.029 2.382 0.058  0.126
C21 -1.880 1.073 -0.256  -0.166
H19 -1.964 2.162 -0.258  0.127
C22 -1.224 0.649 -1.578  -0.413
C23 -1.972 1.261 -2.759  -0.069
H20 -3.026 1.005 -2.700  0.060
H21 -1.572 0.894 -3.702  0.075
H22 -1.877 2.345 -2.745  0.080
C24 0.246 1.058 -1.585  -0.071
H23 0.728 0.736 -2.506  0.079
H24 0.336 2.139 -1.512  0.082
H25 0.778 0.616 -0.745  0.051
H26 -1.286 -0.441 -1.671  0.114
H27 -1.221 0.803 0.579  0.100
H28 -2.522 -1.436 -0.179  0.112
H29 -4.201 -1.264 0.300  0.109
H30 -1.745 -2.819 1.876  0.099
H31 0.669 -2.896 3.243  0.099
H32 1.674 -1.937 2.120  0.079
H33 3.043 0.984 1.381  0.114
H34 4.495 2.803 2.219  0.116
H35 6.697 4.291 1.161  0.085
H36 8.085 3.202 1.237  0.074
H37 7.015 3.386 2.635  0.081

Atoms 1-3, force components in eV/Å:
-0.029 0.034 -0.012
0.011 -0.077 -0.042
0.075 -0.036 -0.055

Results
- Gap between HOMO and LUMO: 8.54 eV
- 2S+1: 1
- ΔE to the lowest compared entry with this formula, charge and spin: 16.1 kJ/mol
- Highest occupied orbital energy: -7.983 eV
- Energy: -1724.9047 a.u.